222
Properties=species:S:1:pos:R:3:forces:R:3 method="wB97M-V/def2-TZVPD" energy_ev=-114719.3769 orbital_gap_ev=7.319 smiles="O=[N+]([O-])c1ccccc1.O=[N+]([O-])c1ccccc1.O=[N+]([O-])c1ccccc1.CC1(C)CCCC(C)(C)N1O.CC1(C)CCCC(C)(C)N1O.CC1(C)CCCC(C)(C)N1O.CC1(C)CCCC(C)(C)N1O.CC1(C)CCCC(C)(C)N1O.CC1(C)CCCC(C)(C)N1O" lumo_energy_ev=-0.803 relative_energy_kj_mol=0.00
O -5.2239 -4.7407 -1.5868 -0.9 -0.9 -0.7
N -4.1818 -4.8090 -0.9949 1.2 0.1 -1.0
O -3.8524 -4.0076 -0.1720 0.7 1.0 1.6
C -3.1514 -5.8034 -1.3967 1.2 -0.9 0.8
C -3.5053 -6.8211 -2.2366 1.3 -0.6 -0.5
C -2.5157 -7.7503 -2.6323 0.0 1.9 0.7
C -1.2087 -7.6932 -2.1643 -0.5 0.3 0.9
C -0.8415 -6.7064 -1.2082 -3.8 -0.2 -1.5
C -1.8272 -5.7761 -0.8542 -1.0 -0.6 -1.4
H -4.4618 -6.8862 -2.6819 -0.9 0.1 -0.2
H -2.7711 -8.3720 -3.4383 -0.2 -1.2 -0.7
H -0.5671 -8.4778 -2.5218 0.6 0.1 0.1
H 0.0616 -6.6098 -0.7298 2.2 -0.1 0.7
H -1.5577 -4.9599 -0.2651 0.3 1.1 1.2
O 0.7571 1.1307 4.3294 -1.8 0.0 0.7
N -0.3591 1.0565 4.8891 1.9 -0.4 -0.4
O -1.0464 2.0155 5.1694 0.0 -0.4 -0.2
C -0.8003 -0.3062 5.2749 -0.4 -1.2 -1.2
C -2.1324 -0.5182 5.5942 -0.3 1.8 0.3
C -2.6263 -1.7811 5.8641 1.2 -0.1 0.5
C -1.6960 -2.8403 5.9297 -1.6 -1.5 -0.2
C -0.3872 -2.6651 5.5118 -0.1 -0.7 -0.3
C 0.0070 -1.4274 5.0387 1.1 1.0 0.7
H -2.7359 0.4067 5.6395 0.0 -0.8 0.0
H -3.6625 -1.8511 6.1396 -0.2 -0.4 0.0
H -2.0359 -3.9114 6.1480 0.4 1.8 -0.1
H 0.2742 -3.5510 5.4876 -0.3 0.8 -0.2
H 0.9959 -1.3070 4.6109 0.0 0.1 0.1
O -2.2338 -4.2561 2.4773 0.0 0.1 0.1
N -1.4877 -3.3478 2.2212 1.3 0.7 -0.4
O -0.2715 -3.4863 1.9663 -1.6 0.1 0.4
C -2.0273 -1.9526 2.1790 -1.0 -0.7 -0.8
C -3.4189 -1.7681 2.2357 1.2 0.2 0.7
C -3.8578 -0.4697 2.2390 -0.2 0.7 0.1
C -2.9628 0.5960 1.9867 -1.1 -0.7 -0.3
C -1.6400 0.4037 1.7504 1.1 -0.9 0.7
C -1.1769 -0.9317 1.8840 1.3 1.0 -0.2
H -4.0440 -2.6217 2.3353 -0.5 -0.4 0.2
H -4.8965 -0.2296 2.4829 0.3 -0.2 -0.4
H -3.3439 1.5690 1.8288 -0.6 1.0 0.3
H -0.9916 1.2924 1.6243 -0.2 -1.0 -0.2
H -0.1376 -1.2113 1.7489 0.0 0.3 0.0
C 4.4697 -4.9196 5.3311 -0.7 -1.7 -1.1
C 4.4186 -4.0957 3.9939 3.0 -0.6 0.1
C 4.4803 -2.6005 4.3325 -1.3 1.9 0.4
C 5.7838 -4.4293 3.2403 -0.3 1.1 1.1
C 5.7692 -5.7502 2.5347 -0.3 -1.4 0.6
C 4.5793 -5.8167 1.5816 0.5 0.9 -0.4
C 3.2484 -5.5634 2.2603 -1.2 -0.8 0.7
C 2.2318 -5.2263 1.0990 -0.3 0.1 1.7
C 2.7955 -6.7489 3.1914 -0.8 0.3 -0.8
N 3.3529 -4.3261 3.0791 -0.5 0.0 -0.6
O 2.1551 -4.1357 3.8346 -0.7 0.3 -1.0
H 3.4589 -5.1734 5.7049 0.5 0.4 -0.1
H 5.0242 -5.9189 5.2434 -0.7 1.4 -0.1
H 5.0000 -4.3232 6.0266 0.4 0.5 1.0
H 4.3962 -1.8171 3.4963 0.4 -1.7 0.6
H 3.5636 -2.3195 4.9232 0.9 -0.4 -0.1
H 5.3770 -2.3339 4.9362 -0.6 -0.3 -0.4
H 5.8491 -3.6578 2.4846 0.4 0.4 -0.3
H 6.6282 -4.2680 3.9868 -1.0 -0.4 -1.0
H 6.7053 -5.9944 2.0478 0.2 0.4 -0.4
H 5.6957 -6.5817 3.2577 -0.2 0.3 0.0
H 4.5383 -6.7337 1.0062 0.0 -0.4 0.1
H 4.6798 -5.0257 0.8075 0.2 -0.2 0.4
H 1.1409 -5.2865 1.3725 1.2 0.2 -0.1
H 2.4169 -5.8304 0.2452 0.1 -1.0 -0.7
H 2.5210 -4.2268 0.7832 -0.4 0.3 0.0
H 2.4730 -7.6913 2.7595 0.1 0.0 -0.9
H 1.9647 -6.4773 3.8146 -0.7 0.6 0.0
H 3.4863 -7.0407 3.9269 1.6 -0.1 0.7
H 1.5805 -3.7223 3.1585 0.0 -0.2 0.6
C 2.9254 4.4258 4.6381 -0.5 -1.0 -1.3
C 2.3010 5.7677 4.2194 0.0 0.3 2.1
C 2.3716 6.5025 5.5604 0.5 0.1 0.8
C 3.1905 6.4675 3.2111 -0.2 0.7 0.1
C 3.0217 5.9358 1.8258 -1.8 0.8 -0.4
C 1.5366 6.3332 1.5459 -0.5 1.0 -1.1
C 0.4553 5.6471 2.4249 0.6 -0.5 -0.1
C -0.8480 6.4519 2.2078 -0.4 -3.2 -1.3
C 0.2339 4.1176 2.0549 0.4 0.7 0.4
N 0.8962 5.8486 3.8109 -0.3 0.9 -0.6
O -0.0086 5.2368 4.7142 0.8 0.3 -0.5
H 3.5624 4.0562 3.8506 0.3 -0.4 -0.4
H 3.5381 4.5080 5.5216 0.0 0.1 0.2
H 2.1749 3.6580 4.8111 -0.1 -0.1 0.2
H 3.4300 6.5572 5.8746 -0.4 -0.1 0.0
H 2.0320 7.5073 5.4823 -0.5 0.9 -0.1
H 1.7920 6.0003 6.3671 0.4 0.2 -0.7
H 2.8969 7.5237 3.0753 0.1 -0.2 0.7
H 4.1886 6.4806 3.5987 0.8 -0.3 0.2
H 3.7564 6.3617 1.1343 -0.4 0.1 -0.1
H 3.0275 4.8768 1.7083 0.4 -1.0 0.2
H 1.2717 6.2403 0.4604 0.1 -0.2 0.8
H 1.3307 7.4157 1.8100 0.8 -0.9 -0.6
H -0.8598 7.3963 2.6294 0.5 2.1 0.5
H -1.6784 5.9349 2.6802 -0.1 -0.2 0.2
H -1.0922 6.4180 1.1214 0.2 0.4 0.6
H 0.8569 3.4317 2.6152 1.1 0.1 0.0
H 0.4078 3.9401 0.9877 -0.4 0.0 0.2
H -0.7038 3.7264 2.4255 -0.9 0.4 -0.5
H 0.1654 4.3269 4.4860 -0.5 -1.2 0.6
C -6.4661 0.3371 -0.3437 0.3 -1.0 2.7
C -5.9871 0.9349 -1.6298 -0.2 -2.9 -1.2
C -4.6190 0.2057 -1.8882 0.9 1.3 0.2
C -6.8678 0.5007 -2.8665 0.2 0.2 0.9
C -8.1393 1.3040 -2.9942 -0.4 0.9 1.2
C -7.9156 2.8280 -3.0245 2.4 -0.5 -1.0
C -7.0725 3.3176 -1.8224 0.7 -1.9 -0.6
C -6.3321 4.6010 -2.0619 -1.4 0.7 -3.4
C -7.9629 3.5355 -0.6383 -0.4 0.6 1.7
N -5.9087 2.3550 -1.6140 1.0 1.5 0.6
O -5.3813 2.7540 -0.3167 0.3 -0.3 -0.2
H -6.7051 -0.7161 -0.4149 -0.3 -0.3 -0.6
H -5.6947 0.2671 0.5014 -0.7 0.7 -1.5
H -7.3100 0.8141 0.1300 -0.5 0.4 -0.1
H -3.8700 0.5891 -1.1603 -0.3 -0.1 -0.6
H -4.5522 -0.8798 -1.7889 -0.9 0.0 0.4
H -4.2872 0.3675 -2.9157 0.3 0.5 0.1
H -6.2694 0.5571 -3.7697 0.2 0.4 -0.2
H -7.0658 -0.5721 -2.7679 -0.2 0.2 0.2
H -8.7204 0.9733 -3.8155 -0.5 -0.2 -1.2
H -8.7986 1.1384 -2.1501 -0.1 -0.4 0.5
H -8.8097 3.4176 -3.0659 -0.6 0.1 -0.1
H -7.3255 3.0279 -3.9554 -0.4 0.1 0.5
H -7.1160 5.2976 -2.4753 0.9 -0.2 0.5
H -5.5712 4.4831 -2.8787 -0.6 0.2 0.9
H -5.9295 4.9822 -1.1730 0.7 0.6 1.1
H -8.4130 4.5400 -0.8060 -0.2 -0.8 0.2
H -7.3225 3.6760 0.2670 -0.7 -0.3 -0.6
H -8.7609 2.7815 -0.4272 0.7 0.5 -0.3
H -4.4546 2.9936 -0.4518 -0.1 0.0 -0.3
C 4.4340 2.2635 -0.6701 -0.1 2.6 0.7
C 4.9105 1.7802 0.6953 0.5 -2.1 1.2
C 5.4687 2.8655 1.6537 -1.4 0.3 -2.3
C 3.7992 1.0392 1.4708 -0.4 1.5 -1.7
C 3.3511 -0.1684 0.7018 -0.9 -0.3 -0.5
C 4.5254 -1.1511 0.5381 -0.5 0.8 1.5
C 5.7464 -0.5375 -0.0950 -0.2 0.5 -0.3
C 7.0110 -1.3627 0.1269 -2.3 -2.0 -0.5
C 5.5153 -0.3581 -1.5734 -0.4 1.0 -0.6
N 6.0076 0.7548 0.5859 -0.5 1.2 0.1
O 7.0444 1.4918 -0.1079 0.4 -1.0 0.3
H 3.9239 3.2664 -0.5435 0.5 -0.9 0.0
H 5.3245 2.4596 -1.2524 0.0 0.0 -0.4
H 3.7257 1.6671 -1.2230 0.0 -0.4 0.1
H 6.3101 3.3947 1.2577 0.4 0.3 -0.5
H 4.6268 3.5442 1.6827 0.0 0.6 0.6
H 5.7447 2.5190 2.6080 0.0 -0.8 1.2
H 4.2341 0.6628 2.3409 0.6 -0.1 1.9
H 3.0208 1.8158 1.6640 0.2 -0.9 0.1
H 2.4849 -0.6358 1.1867 0.3 -0.3 0.2
H 2.9088 0.1535 -0.2411 0.3 -0.2 -0.2
H 4.2143 -2.0750 0.1084 -0.1 -0.6 -0.9
H 4.8077 -1.4335 1.5437 0.1 -0.1 0.5
H 7.1192 -1.5811 1.1817 0.5 0.4 0.3
H 7.7850 -0.8009 -0.3450 1.0 -0.3 -0.2
H 6.7616 -2.3910 -0.3226 1.0 1.4 0.2
H 4.4776 -0.0140 -1.8256 1.1 -0.6 0.1
H 5.7802 -1.2330 -2.1311 -0.1 -0.7 -0.3
H 6.2350 0.3998 -1.8625 -0.1 0.2 -0.5
H 7.7542 1.3785 0.5316 0.3 0.3 -0.2
C 1.8383 -1.5566 -2.0324 0.7 1.3 0.7
C 0.7339 -2.2471 -2.7435 -1.4 -0.4 -1.1
C 0.9680 -3.7531 -2.6728 2.3 0.0 -0.5
C -0.6166 -1.8673 -2.1341 -0.8 0.5 0.4
C -1.8319 -2.2833 -2.9509 0.3 -0.9 -1.1
C -1.6747 -1.6748 -4.3590 -0.6 -0.5 -1.1
C -0.3767 -2.1640 -5.0120 1.1 2.3 -2.3
C -0.3161 -3.5544 -5.5787 -1.7 -0.4 1.8
C -0.1115 -1.2214 -6.2791 -0.6 0.1 1.4
N 0.7504 -1.7746 -4.1685 0.4 -0.2 1.6
O 1.9624 -2.2714 -4.7697 0.6 1.9 -0.3
H 2.0070 -1.9514 -1.0119 -0.1 0.1 -0.5
H 2.7404 -1.6568 -2.6302 0.3 -0.2 0.3
H 1.6532 -0.4578 -1.9573 -0.1 -0.7 0.0
H 1.1101 -4.0954 -1.6712 0.4 0.1 1.1
H 0.2467 -4.4465 -3.0203 -1.0 -0.1 -0.9
H 1.9501 -3.9262 -3.2189 -1.2 -0.1 0.6
H -0.6418 -2.3201 -1.1707 -0.1 -0.9 1.0
H -0.7273 -0.8207 -1.8321 0.4 0.3 -0.6
H -1.8143 -3.4032 -3.0195 0.0 0.7 -0.2
H -2.8182 -2.0773 -2.5415 0.2 0.4 0.4
H -1.6354 -0.5548 -4.3917 -0.2 -0.9 0.6
H -2.5004 -1.9718 -5.0906 0.8 0.3 1.1
H -0.8249 -4.2757 -4.9550 0.3 -0.4 0.8
H 0.6917 -3.8072 -5.7079 1.2 -0.6 -0.5
H -0.9234 -3.6543 -6.4340 -0.3 0.3 -1.6
H 0.5316 -1.6265 -7.0307 1.0 -0.4 0.0
H 0.1908 -0.2136 -5.9430 0.1 -0.6 -0.3
H -1.0240 -1.1238 -6.8041 -1.4 0.3 -0.5
H 2.4442 -1.4205 -4.9846 -0.8 -1.5 0.3
C -1.7247 4.5470 -5.0736 -0.7 1.4 -1.4
C -1.9789 3.1152 -4.8290 -2.1 -2.0 0.9
C -3.3012 2.6057 -5.4962 -0.7 0.4 -0.2
C -0.9210 2.1943 -5.4012 0.5 -1.9 0.8
C 0.4056 2.1615 -4.6083 -0.8 0.8 -0.6
C 0.1552 2.0391 -3.1370 -0.8 -0.8 1.5
C -0.9711 2.9398 -2.4905 0.4 0.4 -1.0
C -1.4118 2.3899 -1.1534 1.2 0.8 0.1
C -0.3727 4.3733 -2.3200 -2.0 0.1 1.2
N -2.2165 2.7983 -3.3519 1.9 -0.2 -1.0
O -3.2371 3.6539 -2.8794 0.0 0.2 0.3
H -0.7390 4.8524 -4.8467 1.1 0.1 0.4
H -1.7758 4.6952 -6.1716 -0.4 0.3 0.5
H -2.4032 5.2354 -4.5295 0.2 -0.6 -0.5
H -4.1750 3.1694 -5.1418 0.2 -0.1 0.3
H -3.3765 2.7610 -6.6011 0.6 -0.3 0.7
H -3.4683 1.5308 -5.2342 0.2 0.9 -0.3
H -1.3381 1.1410 -5.4916 0.4 1.2 0.6
H -0.7757 2.4142 -6.4368 0.3 0.6 -0.8
H 1.0827 1.3933 -4.9629 -0.1 -0.4 0.0
H 0.9594 3.0677 -4.7811 0.2 0.7 -0.2
H 1.1166 2.1356 -2.5967 -0.5 0.3 0.1
H -0.1797 1.0246 -2.9136 0.1 -0.3 -0.2
H -1.7436 1.3785 -1.2673 -0.6 -0.5 0.1
H -2.1224 3.0907 -0.7156 -0.3 -0.3 0.1
H -0.5435 2.3827 -0.5004 0.2 -0.1 0.3
H 0.2695 4.4434 -1.4310 0.2 -0.4 -0.4
H -1.2059 5.0901 -2.0533 0.7 -0.6 -0.7
H 0.1478 4.6772 -3.2033 0.4 0.4 -0.2
H -3.9752 3.0620 -2.6484 0.0 0.0 -0.1

=====

20
Properties=species:S:1:pos:R:3:forces:R:3 method="wB97M-V/def2-TZVPD" energy_ev=-12530.1663 total_charge=-1 spin_multiplicity=2 orbital_gap_ev="3.199 / 6.363" lumo_energy_ev="3.536 / 3.395" relative_energy_kj_mol=173.70 s_squared=0.76
C -0.0443 1.2804 -1.2579 0.5 0.9 0.5
C -1.3713 1.0399 -0.9845 -0.2 -1.0 -0.3
C -1.9497 -0.2169 -0.6108 0.2 0.7 0.6
C -1.2901 -1.1661 0.1438 0.0 -0.2 -0.7
O -1.9436 -2.3431 0.6081 0.2 0.1 -0.2
H 0.3043 2.3137 -1.3069 -0.1 -0.1 -0.2
H 0.7613 0.5581 -1.2161 -0.4 0.1 0.1
H -2.0787 1.8599 -1.0215 0.0 0.2 -0.3
H -3.0083 -0.3308 -0.8134 -0.2 -0.1 0.3
H -0.2239 -1.1144 0.3157 0.0 0.0 0.3
H -1.5543 -3.0643 0.1056 -0.1 -0.1 0.1
H 0.6163 -1.4114 -1.7975 0.1 0.2 0.4
H 2.0512 -1.7714 -2.1596 0.1 0.1 0.1
O 1.5311 -1.3501 -1.4665 0.1 -0.7 -0.4
H -0.6388 1.5615 2.9335 0.0 -0.1 -0.3
H 0.6596 0.7657 2.9359 -0.1 -0.1 -0.1
O 0.2767 1.5965 2.6353 0.2 0.2 0.4
H 2.3714 -0.0320 0.6331 0.2 -0.1 -0.3
H 2.4823 1.2712 1.3212 0.2 0.1 -0.1
O 3.0488 0.5536 1.0024 -0.5 0.0 0.3

=====

10
Properties=species:S:1:pos:R:3:forces:R:3 method="wB97M-V/def2-TZVPD" energy_ev=-11774.5262 orbital_gap_ev="9.351 / 9.350" lumo_energy_ev="-1.443 / -1.447" relative_energy_kj_mol=708.40
C 1.1846 -0.1215 0.4182 1.2 -4.6 0.9
C -0.1238 -0.0895 -0.0359 -4.4 -0.4 -0.4
N -1.1691 -0.6686 -0.1825 0.2 0.0 0.2
F -0.1131 2.4988 -0.7532 -0.2 -3.6 0.0
F -2.4066 -0.1115 -0.3060 0.6 -1.0 -0.3
F -1.6335 -2.3264 -0.0260 0.6 2.0 0.0
H 1.6508 -0.8802 -0.2604 0.4 0.6 0.7
H 1.6291 0.7816 0.3758 1.7 2.9 -0.2
H 1.1944 -0.5156 1.4682 0.1 0.2 -0.9
H -0.2128 1.4330 -0.6982 0.0 4.0 0.0

=====

15
Properties=species:S:1:pos:R:3:forces:R:3 method="wB97M-V/def2-TZVPD" energy_ev=-7829.2004 orbital_gap_ev=9.937 smiles=OCCN1CC1 lumo_energy_ev=0.912 relative_energy_kj_mol=300.99
O -2.4221 -0.1319 1.1229 -2.4 -1.2 -0.2
C -1.1677 -0.6566 0.7835 -1.3 -3.1 -0.5
C -0.1425 0.3754 0.8391 2.0 1.9 0.5
N 0.9842 -0.1210 0.0965 2.1 -0.9 -0.9
C 0.8728 -0.1657 -1.3344 -2.2 0.5 -0.5
C 1.8467 0.7602 -0.7348 0.2 0.9 0.8
H -3.1184 -0.8248 0.8555 1.6 1.7 0.8
H -0.9610 -1.5990 1.4319 0.1 1.6 -1.0
H -1.2345 -0.9996 -0.2855 0.3 0.0 0.8
H 0.3241 0.4662 1.8598 -1.2 0.7 -0.7
H -0.5284 1.3480 0.3673 0.3 -1.0 1.0
H -0.1374 0.1939 -1.6980 1.4 0.1 0.1
H 1.1374 -1.0621 -1.8524 0.5 -0.5 -0.1
H 2.9601 0.5773 -0.7719 -1.5 -0.1 0.2
H 1.5866 1.8395 -0.6797 0.1 -0.8 -0.3

=====

no.,maximum force (eV/Å)
1,4.10
2,1.11
3,4.86
4,3.44